ORCA calculation (the ωB97M-V functional and the def2-TZVPD basis) on a structure of composition C49H50Cl5Ge3N6O2PV.

Last column: Löwdin spin population.
Positions of all 117 atoms, in Å:
V (-0.345, 0.862, 0.351)  2.09
Cl (-1.259, 4.329, -1.136)  0.00
C (-1.805, 3.928, 0.476)  0.00
C (-1.398, 2.726, 1.023)  -0.02
C (-2.113, 2.335, 2.131)  0.01
Cl (-1.924, 0.629, 2.613)  0.00
C (-3.057, 3.101, 2.805)  0.00
Cl (-3.875, 2.515, 4.197)  0.00
C (-3.331, 4.366, 2.288)  0.01
Cl (-4.453, 5.397, 3.092)  0.00
C (-2.730, 4.768, 1.092)  0.00
Cl (-3.177, 6.277, 0.387)  0.00
O (1.391, -1.458, -0.938)  -0.01
N (0.326, -0.855, -0.638)  -0.02
C (4.437, -0.895, 2.616)  0.00
N (3.094, -0.357, 2.673)  0.00
C (2.384, -0.002, 3.796)  0.00
C (1.195, 0.487, 3.352)  0.00
N (1.174, 0.453, 1.978)  0.00
C (2.330, -0.062, 1.609)  0.01
H (4.661, -1.384, 3.562)  0.00
H (5.163, -0.104, 2.430)  0.00
H (4.501, -1.628, 1.814)  0.00
H (2.778, -0.139, 4.787)  0.00
H (0.368, 0.866, 3.924)  0.00
H (2.622, -0.269, 0.593)  0.00
C (-4.172, 2.209, -1.400)  0.00
P (-2.917, 1.059, -2.006)  0.01
C (-2.614, 1.760, -3.655)  0.00
C (-3.541, -0.569, -2.477)  0.00
O (-1.585, 1.099, -1.298)  0.03
H (-5.164, 1.825, -1.639)  0.00
H (-4.004, 3.164, -1.897)  0.00
H (-4.108, 2.330, -0.322)  0.00
H (-3.548, 1.844, -4.216)  0.00
H (-1.921, 1.131, -4.210)  0.00
H (-2.167, 2.749, -3.548)  0.00
H (-4.563, -0.448, -2.841)  0.00
H (-3.539, -1.294, -1.670)  0.00
H (-2.910, -0.920, -3.294)  0.00
C (4.123, 4.929, -0.071)  0.00
Ge (2.403, 4.184, 0.574)  -0.01
C (2.722, 3.555, 2.426)  0.00
C (1.303, 5.788, 0.885)  0.00
Ge (1.594, 2.297, -0.769)  -0.06
C (1.366, 2.908, -2.631)  -0.01
C (0.797, 2.048, -3.568)  0.00
C (0.720, 2.391, -4.912)  0.00
C (1.200, 3.617, -5.348)  0.00
C (1.758, 4.493, -4.428)  0.00
C (1.843, 4.136, -3.089)  0.00
C (3.365, 1.374, -1.016)  -0.01
C (4.458, 1.545, -0.165)  0.00
C (5.671, 0.901, -0.378)  0.00
C (5.823, 0.051, -1.464)  0.00
C (4.750, -0.142, -2.323)  0.00
C (3.545, 0.509, -2.098)  0.00
H (4.752, 5.183, 0.785)  0.00
H (3.935, 5.847, -0.633)  0.00
H (4.675, 4.244, -0.714)  0.00
H (2.938, 4.420, 3.059)  0.00
H (3.552, 2.853, 2.513)  0.00
H (1.832, 3.060, 2.817)  0.00
H (1.911, 6.467, 1.489)  0.00
H (0.392, 5.560, 1.438)  0.00
H (1.025, 6.291, -0.039)  0.00
H (0.399, 1.093, -3.237)  0.00
H (0.278, 1.699, -5.620)  0.00
H (1.135, 3.888, -6.395)  0.00
H (2.138, 5.455, -4.753)  0.00
H (2.292, 4.838, -2.394)  0.00
H (4.379, 2.195, 0.700)  0.00
H (6.498, 1.075, 0.302)  0.00
H (6.765, -0.453, -1.641)  0.00
H (4.847, -0.807, -3.172)  0.00
H (2.722, 0.320, -2.777)  0.00
C (-0.694, -1.467, -0.073)  0.00
Ge (-0.698, -3.342, 0.459)  0.00
C (-1.930, -4.142, -0.839)  0.00
C (-1.559, -4.148, -2.186)  0.00
C (-2.439, -4.585, -3.164)  0.00
C (-3.714, -5.012, -2.808)  0.00
C (-4.097, -5.007, -1.476)  0.00
C (-3.206, -4.578, -0.499)  0.00
C (0.957, -4.381, 0.513)  0.00
C (2.248, -3.861, 0.579)  0.00
C (3.348, -4.701, 0.681)  0.00
C (3.179, -6.078, 0.718)  0.00
C (1.902, -6.612, 0.653)  0.00
C (0.805, -5.767, 0.553)  0.00
C (-1.496, -3.438, 2.237)  0.00
C (-2.666, -2.729, 2.506)  0.00
C (-3.269, -2.783, 3.755)  0.00
C (-2.704, -3.558, 4.758)  0.00
C (-1.540, -4.272, 4.507)  0.00
C (-0.941, -4.210, 3.256)  0.00
H (-1.665, -0.959, -0.146)  0.00
H (-0.573, -3.797, -2.475)  0.00
H (-2.137, -4.584, -4.204)  0.00
H (-4.410, -5.338, -3.572)  0.00
H (-5.093, -5.323, -1.193)  0.00
H (-3.527, -4.568, 0.537)  0.00
H (2.393, -2.791, 0.512)  0.00
H (4.346, -4.277, 0.718)  0.00
H (4.040, -6.731, 0.791)  0.00
H (1.756, -7.685, 0.674)  0.00
H (-0.188, -6.203, 0.497)  0.00
H (-3.116, -2.118, 1.735)  0.00
H (-4.176, -2.217, 3.925)  0.00
H (-3.171, -3.606, 5.734)  0.00
H (-1.096, -4.879, 5.287)  0.00
H (-0.027, -4.766, 3.079)  0.00
N (-3.938, -0.026, 0.273)  0.00
C (-4.900, -0.370, 0.837)  0.00
N (-5.923, -0.723, 1.559)  0.00
C (-6.722, -1.613, 0.986)  0.00
N (-7.467, -2.394, 0.560)  0.00

Computed properties:
- relative energy (zero: lowest compared OMol25 entry of this formula, charge and spin) (kcal per mole) = 14.3
- total charge = -1
- E_HOMO (alpha / beta) (eV) = -5.661 / -5.379
- multiplicity = 3
- lowest unoccupied orbital energy (alpha / beta) (eV) = 2.111 / 2.114
- Kohn-Sham gap (alpha / beta) (eV) = 7.772 / 7.493

ORCA calculation (the ωB97M-V functional and the def2-TZVPD basis) on a cluster of 10 separate species, C49H50N9O19 in total.

Last column: Löwdin charge in e.
Positions of all 127 atoms, in Å:
C (-0.368, 0.279, 0.559)  -0.77
O (-1.627, 0.412, 0.326)  -0.09
O (0.173, -1.030, 0.450)  -0.03
O (0.423, 1.207, 0.715)  -0.03
H (-0.694, -1.513, 0.270)  0.10
C (-3.296, 0.634, 4.899)  -0.04
C (-2.915, 0.822, 3.402)  -0.01
C (-3.945, 0.909, 2.325)  0.05
C (-5.490, 0.817, 2.693)  -0.04
C (-5.725, 0.948, 4.196)  0.04
C (-4.674, 0.762, 5.205)  -0.09
N (-6.578, 0.816, 1.734)  -0.36
O (-7.633, 1.472, 2.036)  0.03
O (-6.399, 0.350, 0.654)  0.08
H (-2.761, 0.254, 5.756)  0.08
H (-1.795, 0.649, 3.224)  0.10
H (-3.479, 0.848, 1.364)  0.04
H (-6.708, 1.097, 4.412)  0.05
H (-5.074, 0.734, 6.119)  0.04
C (1.174, -1.243, 3.761)  -0.14
C (1.830, -2.133, 4.622)  -0.04
C (2.921, -1.611, 5.652)  0.05
C (3.115, -0.168, 5.808)  -0.04
C (2.359, 0.799, 4.725)  0.10
C (1.398, 0.177, 3.698)  -0.05
N (3.883, 0.417, 6.986)  -0.36
O (4.645, -0.441, 7.489)  0.03
O (3.709, 1.546, 7.375)  0.09
H (0.629, -1.632, 2.837)  0.10
H (1.671, -3.261, 4.285)  0.12
H (3.353, -2.261, 6.227)  0.02
H (2.313, 1.825, 4.786)  0.02
H (1.045, 0.809, 2.882)  0.06
C (0.910, -0.261, -3.852)  -0.10
C (1.419, -0.547, -5.263)  -0.02
C (2.000, -1.994, -5.535)  0.05
C (2.133, -2.863, -4.258)  -0.07
C (1.837, -2.477, -2.894)  0.04
C (1.166, -1.143, -2.742)  -0.03
N (2.690, -4.288, -4.351)  -0.31
O (3.378, -4.689, -3.341)  -0.01
O (2.556, -4.947, -5.378)  0.06
H (0.459, 0.771, -3.665)  0.10
H (1.485, 0.279, -6.138)  0.13
H (2.503, -2.033, -6.497)  0.08
H (2.032, -2.932, -2.106)  0.00
H (0.928, -0.702, -1.706)  0.11
C (2.404, 5.377, 4.260)  -0.08
C (3.534, 6.339, 3.737)  0.02
C (4.253, 5.946, 2.432)  0.02
C (3.937, 4.714, 1.748)  -0.10
C (2.709, 3.902, 2.232)  0.10
C (1.963, 4.299, 3.530)  -0.08
N (4.574, 4.300, 0.499)  -0.34
O (3.992, 3.507, -0.337)  0.03
O (5.688, 4.728, 0.386)  0.09
H (1.813, 5.627, 5.168)  0.10
H (3.648, 7.396, 4.230)  0.11
H (4.816, 6.650, 2.168)  0.01
H (2.532, 2.904, 1.777)  0.09
H (1.234, 3.750, 3.968)  0.05
C (-2.122, 1.711, -3.036)  -0.08
C (-2.836, 3.048, -3.206)  0.01
C (-3.577, 3.251, -4.532)  0.07
C (-3.600, 2.109, -5.649)  -0.08
C (-2.980, 0.823, -5.167)  0.06
C (-2.204, 0.735, -3.949)  -0.11
N (-4.173, 2.344, -6.946)  -0.35
O (-3.916, 1.458, -7.881)  0.00
O (-4.626, 3.427, -7.223)  0.07
H (-1.746, 1.690, -2.059)  0.06
H (-2.787, 3.891, -2.489)  0.08
H (-4.104, 4.110, -4.822)  0.05
H (-3.148, 0.108, -5.883)  0.07
H (-1.628, -0.255, -3.738)  0.11
C (1.367, -4.796, 0.752)  -0.07
C (-0.088, -4.629, 0.012)  0.02
C (-0.468, -5.565, -1.145)  0.04
C (0.605, -6.456, -1.802)  -0.08
C (1.976, -6.494, -1.054)  0.06
C (2.263, -5.676, 0.174)  -0.12
N (0.431, -7.199, -3.035)  -0.35
O (-0.346, -6.662, -3.871)  0.06
O (0.850, -8.358, -3.061)  0.07
H (1.220, -4.240, 1.731)  0.09
H (-0.743, -3.896, 0.460)  0.05
H (-1.378, -5.214, -1.522)  0.04
H (2.615, -7.276, -1.407)  0.08
H (3.194, -5.519, 0.782)  0.10
C (3.879, -2.045, 0.735)  -0.08
C (3.329, -0.603, 0.565)  0.04
C (3.717, -0.043, -0.809)  0.02
C (4.643, -0.709, -1.744)  -0.07
C (5.173, -2.135, -1.411)  0.08
C (4.726, -2.745, -0.101)  -0.10
N (4.927, -0.079, -3.077)  -0.37
O (4.802, 1.152, -3.154)  0.05
O (5.437, -0.746, -3.946)  0.06
H (3.699, -2.775, 1.585)  0.09
H (2.594, -0.049, 1.248)  0.08
H (3.256, 0.850, -0.847)  0.04
H (5.773, -2.876, -2.001)  0.11
H (4.986, -3.634, 0.145)  0.01
C (-2.783, -2.225, -1.684)  -0.35
O (-2.449, -2.623, -2.800)  -0.03
N (-3.747, -2.842, -0.988)  -0.14
C (-4.432, -1.995, 0.118)  0.01
C (-4.350, -4.113, -1.357)  -0.04
H (-2.369, -1.177, -1.370)  0.15
H (-3.825, -1.316, 0.462)  -0.02
H (-4.775, -2.348, 0.976)  0.03
H (-5.358, -1.333, -0.319)  0.13
H (-5.377, -4.128, -1.278)  0.06
H (-3.819, -4.842, -0.714)  0.10
H (-4.196, -4.257, -2.404)  0.08
C (-2.451, 3.874, 1.216)  -0.40
O (-3.567, 4.009, 1.551)  0.06
N (-1.721, 4.709, 0.465)  -0.14
C (-0.438, 4.311, -0.137)  -0.03
C (-2.302, 6.021, 0.189)  -0.08
H (-1.636, 3.052, 1.240)  0.15
H (0.118, 4.097, 0.656)  0.01
H (0.188, 5.120, -0.630)  0.13
H (-0.283, 3.476, -0.710)  0.05
H (-1.640, 6.835, 0.370)  0.06
H (-3.229, 6.426, 0.752)  0.12
H (-2.630, 6.327, -0.764)  0.05

Computed properties:
- relative energy (zero: lowest compared OMol25 entry of this formula, charge and spin) (kcal per mole) = 0.0
- total charge = -1
- E_HOMO (eV) = -7.231
- lowest unoccupied orbital energy (eV) = 0.517
- Kohn-Sham gap (eV) = 7.749